C5H6IN in the gas phase in a non-equilibrium geometry, computed with ωB97M-V/def2-TZVPD.

Positions of all 13 atoms, in Å:
I: 3.087 0.082 0.060
N: -0.047 -2.206 0.370
C: 0.476 -1.482 -0.505
C: 0.252 1.081 -0.975
C: -0.462 1.587 -0.021
C: 0.931 -0.032 -0.155
C: -0.177 0.615 1.080
H: 0.268 1.128 1.993
H: 0.472 -1.851 -1.527
H: -1.085 2.450 0.127
H: -0.916 0.017 1.595
H: -0.407 -3.167 0.185
H: 0.458 1.466 -1.998

**LUMO energy**: 0.25 eV
**Orbital gap**: 9.5012 eV
**F_max**: 3.20 eV/A
**Energy relative to the best compared isomer or geometry (same formula, charge and spin)**: 226.4 kJ/mol
**SMILES**: [H]/N=C/[C@@]1(I)C=CC1
**E**: -14869.829 eV
**HOMO energy**: -9.25 eV

What are the Mulliken partial charges on each atom? They are as follows, in elementary charge units: atom 1 (I): 0.076, atom 2 (N): -0.527, atom 3 (C): -0.244, atom 4 (C): -0.789, atom 5 (C): -0.019, atom 6 (C): 0.351, atom 7 (C): -0.864, atom 8 (H): 0.257, atom 9 (H): 0.445, atom 10 (H): 0.411, atom 11 (H): 0.295, atom 12 (H): 0.253, atom 13 (H): 0.355

=====

2 unconnected molecules or ions with the total composition C4H4Cl2 in a non-equilibrium geometry, computed with ωB97M-V/def2-TZVPD.

Positions of all 10 atoms, in Å:
Cl: 0.393 0.410 -3.081
Cl: -2.628 -0.491 -0.067
C: 1.584 -0.844 -0.900
C: -1.163 0.088 0.604
C: -1.047 0.863 1.643
C: 0.705 -0.150 -1.612
H: -1.850 1.259 2.339
H: 1.544 -0.909 0.161
H: 2.550 -1.352 -1.168
H: -0.086 1.126 2.081

**LUMO energy (spin up / spin down)**: -0.89 / -0.32 eV
**Orbital gap (spin up / spin down)**: 7.7056 / 9.0516 eV
**F_max**: 3.55 eV/A
**Energy relative to the best compared isomer or geometry (same formula, charge and spin)**: 501.6 kJ/mol
**E**: -29251.460 eV
**HOMO energy (spin up / spin down)**: -8.59 / -9.37 eV

What are the Mulliken partial charges on each atom? They are as follows, in elementary charge units: atom 1 (Cl): -0.122, atom 2 (Cl): -0.154, atom 3 (C): -0.404, atom 4 (C): 0.184, atom 5 (C): -0.547, atom 6 (C): 0.128, atom 7 (H): 0.237, atom 8 (H): 0.205, atom 9 (H): 0.254, atom 10 (H): 0.218

=====

C4H6N2 in the gas phase in a non-equilibrium geometry, computed with ωB97M-V/def2-TZVPD.

Positions of all 12 atoms, in Å:
N: -1.156 -2.864 -1.208
N: 0.022 0.346 -0.917
C: 0.354 0.672 0.243
C: -1.216 -1.721 -1.014
C: 1.785 0.614 0.542
C: -1.329 -0.256 -0.898
H: -0.391 0.944 0.999
H: -1.262 0.342 -1.827
H: -2.065 0.057 -0.123
H: 1.950 0.095 1.490
H: 2.269 0.072 -0.276
H: 2.137 1.633 0.604

**LUMO energy**: 0.82 eV
**Orbital gap**: 10.8413 eV
**F_max**: 4.03 eV/A
**Energy relative to the best compared isomer or geometry (same formula, charge and spin)**: 302.3 kJ/mol
**SMILES**: C/C=N/CC#N
**E**: -7222.458 eV
**HOMO energy**: -10.02 eV

What are the Mulliken partial charges on each atom? They are as follows, in elementary charge units: atom 1 (N): -0.386, atom 2 (N): -0.408, atom 3 (C): 0.025, atom 4 (C): 0.340, atom 5 (C): -0.932, atom 6 (C): -0.537, atom 7 (H): 0.358, atom 8 (H): 0.316, atom 9 (H): 0.384, atom 10 (H): 0.295, atom 11 (H): 0.271, atom 12 (H): 0.275

=====

7 unconnected molecules or ions with the total composition C6H23NO7 in a non-equilibrium geometry, computed with ωB97M-V/def2-TZVPD.

Positions of all 37 atoms, in Å:
O: -2.172 -1.502 -2.266
O: 2.792 1.723 -0.461
O: -0.589 3.836 -1.956
O: -3.055 -1.647 0.389
O: -0.005 -2.070 -0.768
O: 2.795 -0.848 -1.822
O: -2.862 0.613 -0.870
N: 0.080 2.833 1.391
C: 0.134 -2.711 0.497
C: 0.696 0.474 1.019
C: 0.846 1.622 1.655
C: -1.168 2.669 1.410
C: 0.674 -1.820 1.654
C: 1.577 -0.697 1.209
H: -0.738 2.978 -1.508
H: 1.228 -2.586 2.272
H: 0.720 -3.657 0.350
H: -1.980 3.375 1.304
H: -2.235 -1.694 -0.103
H: -0.070 0.189 0.303
H: -1.660 -2.294 -2.051
H: 3.640 -1.321 -1.741
H: 0.719 -1.590 -1.199
H: 0.204 4.017 -1.435
H: -3.536 1.220 -1.229
H: 2.453 -0.401 1.913
H: -0.873 -3.027 0.744
H: 2.715 1.956 0.482
H: 3.769 1.652 -0.416
H: -3.572 -0.957 -0.024
H: -0.216 -1.610 2.255
H: 1.667 1.906 2.325
H: -1.666 1.652 1.606
H: -3.104 -1.753 -2.251
H: 2.994 -0.048 -1.305
H: -2.263 0.434 -1.624
H: 2.064 -0.916 0.251

**LUMO energy (spin up / spin down)**: 2.47 / 2.43 eV
**Orbital gap (spin up / spin down)**: 2.0332 / 8.5036 eV
**Net charge**: -1
**F_max**: 3.22 eV/A
**Energy relative to the best compared isomer or geometry (same formula, charge and spin)**: 71.4 kJ/mol
**<S²>**: 0.75
**E**: -22414.643 eV
**HOMO energy (spin up / spin down)**: 0.43 / -6.07 eV
**Spin multiplicity**: 2

What are the Mulliken partial charges on each atom? They are as follows, in elementary charge units: atom 1 (O): -0.620, atom 2 (O): -0.935, atom 3 (O): -0.742, atom 4 (O): -0.686, atom 5 (O): -0.288, atom 6 (O): -0.889, atom 7 (O): -0.533, atom 8 (N): -0.368, atom 9 (C): -0.812, atom 10 (C): 0.344, atom 11 (C): -0.680, atom 12 (C): -0.322, atom 13 (C): -0.413, atom 14 (C): -1.020, atom 15 (H): 0.274, atom 16 (H): 0.289, atom 17 (H): 0.316, atom 18 (H): 0.272, atom 19 (H): 0.315, atom 20 (H): 0.139, atom 21 (H): 0.284, atom 22 (H): 0.341, atom 23 (H): 0.211, atom 24 (H): 0.399, atom 25 (H): 0.222, atom 26 (H): 0.591, atom 27 (H): 0.345, atom 28 (H): 0.297, atom 29 (H): 0.469, atom 30 (H): 0.335, atom 31 (H): 0.367, atom 32 (H): 0.680, atom 33 (H): 0.188, atom 34 (H): 0.292, atom 35 (H): 0.199, atom 36 (H): 0.317, atom 37 (H): -0.179

=====

3 unconnected molecules or ions with the total composition C15H32N3O4S2, computed with ωB97M-V/def2-TZVPD.

Positions of all 56 atoms, in Å:
S: 2.364 0.014 -2.502
S: 4.414 1.851 -5.281
O: -5.708 1.132 5.409
O: -0.140 -1.316 3.398
O: -5.222 -0.805 4.515
O: -1.254 -0.226 1.862
N: 3.588 -1.951 -6.245
N: 3.373 -2.996 -4.150
N: 4.108 -0.753 -4.421
C: 5.306 -0.543 -7.340
C: 4.055 -0.428 -3.006
C: 2.759 1.033 -1.053
C: -5.574 2.112 6.448
C: -2.286 -2.217 2.906
C: -2.325 -0.128 0.912
C: 3.909 -0.584 -6.738
C: -4.470 3.105 6.156
C: 1.549 1.092 -0.119
C: 3.679 0.225 -5.453
C: 3.706 -1.922 -4.889
C: -3.566 0.493 1.513
C: -4.959 0.017 5.354
C: -1.142 -1.250 2.740
C: -3.778 -0.146 6.283
H: 5.455 -1.416 -7.981
H: -5.447 1.627 7.416
H: -2.882 0.195 5.761
H: -3.330 1.473 1.928
H: 5.449 0.356 -7.937
H: 6.077 -0.563 -6.564
H: 1.880 1.397 0.875
H: -4.339 0.615 0.753
H: 3.386 2.473 -5.868
H: -3.860 0.396 7.220
H: 3.615 0.586 -0.544
H: 0.828 1.835 -0.464
H: -4.646 3.589 5.196
H: -6.539 2.613 6.467
H: -4.442 3.871 6.931
H: 2.596 0.311 -5.324
H: -1.925 0.508 0.123
H: 4.715 0.423 -2.829
H: 4.210 -2.677 -6.595
H: 4.422 -1.273 -2.425
H: -2.921 -2.319 2.032
H: -3.493 2.624 6.116
H: 3.035 2.035 -1.386
H: -3.667 -1.205 6.501
H: -1.873 -3.192 3.149
H: -3.980 -0.118 2.315
H: 3.184 -0.222 -7.468
H: 1.042 0.130 -0.046
H: -2.907 -1.882 3.739
H: -2.530 -1.102 0.465
H: 2.539 -3.498 -4.412
H: 3.961 -3.400 -3.440

**LUMO energy**: -3.26 eV
**Orbital gap**: 8.4144 eV
**Net charge**: +1
**F_max**: 0.77 eV/A
**E**: -50398.999 eV
**HOMO energy**: -11.67 eV

What are the Mulliken partial charges on each atom? They are as follows, in elementary charge units: atom 1 (S): -0.121, atom 2 (S): -0.163, atom 3 (O): -0.352, atom 4 (O): -0.583, atom 5 (O): -0.573, atom 6 (O): -0.381, atom 7 (N): -0.301, atom 8 (N): -0.363, atom 9 (N): -0.065, atom 10 (C): -1.409, atom 11 (C): -1.060, atom 12 (C): -0.343, atom 13 (C): -0.430, atom 14 (C): -0.734, atom 15 (C): -0.405, atom 16 (C): 0.312, atom 17 (C): -0.936, atom 18 (C): -1.186, atom 19 (C): -0.447, atom 20 (C): 0.380, atom 21 (C): -0.873, atom 22 (C): 0.800, atom 23 (C): 0.788, atom 24 (C): -1.039, atom 25 (H): 0.411, atom 26 (H): 0.362, atom 27 (H): 0.234, atom 28 (H): 0.295, atom 29 (H): 0.372, atom 30 (H): 0.369, atom 31 (H): 0.379, atom 32 (H): 0.389, atom 33 (H): 0.195, atom 34 (H): 0.360, atom 35 (H): 0.378, atom 36 (H): 0.311, atom 37 (H): 0.287, atom 38 (H): 0.321, atom 39 (H): 0.360, atom 40 (H): 0.527, atom 41 (H): 0.309, atom 42 (H): 0.487, atom 43 (H): 0.339, atom 44 (H): 0.503, atom 45 (H): 0.299, atom 46 (H): 0.270, atom 47 (H): 0.332, atom 48 (H): 0.357, atom 49 (H): 0.311, atom 50 (H): 0.144, atom 51 (H): 0.366, atom 52 (H): 0.308, atom 53 (H): 0.043, atom 54 (H): 0.383, atom 55 (H): 0.244, atom 56 (H): 0.243

=====

A molecular structure, C6H14IMoN2O4S3, computed with ωB97M-V/def2-TZVPD.

Positions of all 31 atoms, in Å:
I: -0.826 1.376 3.133
Mo: -0.452 1.471 0.547
S: -1.831 -0.329 -0.134
S: -0.686 2.770 -1.320
S: -0.688 4.091 0.371
O: -1.884 3.507 0.991
O: 0.508 3.518 1.011
O: 1.675 -0.299 1.345
O: -0.694 5.458 0.026
N: -3.842 1.429 0.249
N: -4.472 -0.700 -0.275
C: 1.828 0.143 -1.007
C: -5.207 1.912 0.404
C: 1.153 0.285 0.315
C: 2.934 -1.007 1.276
C: -4.322 -2.111 -0.610
C: -3.520 0.188 -0.046
H: -5.740 1.334 1.161
H: 2.905 -1.787 0.518
H: 1.854 -0.913 -1.296
H: -4.743 -2.303 -1.596
H: 3.073 -1.450 2.255
H: -5.158 2.944 0.735
H: -3.112 2.121 0.354
H: -5.424 -0.372 -0.212
H: 3.740 -0.306 1.069
H: 1.311 0.700 -1.781
H: 2.861 0.493 -0.944
H: -4.855 -2.717 0.121
H: -3.276 -2.392 -0.607
H: -5.754 1.875 -0.541

**LUMO energy**: -5.37 eV
**Orbital gap**: 7.1379 eV
**Net charge**: +1
**F_max**: 0.94 eV/A
**Energy relative to the best compared isomer or geometry (same formula, charge and spin)**: 5.6 kJ/mol
**E**: -60075.122 eV
**HOMO energy**: -12.50 eV

What are the Mulliken partial charges on each atom? They are as follows, in elementary charge units: atom 1 (I): -0.109, atom 2 (Mo): -0.517, atom 3 (S): -0.372, atom 4 (S): -0.247, atom 5 (S): 1.143, atom 6 (O): -0.530, atom 7 (O): -0.468, atom 8 (O): -0.242, atom 9 (O): -0.499, atom 10 (N): 0.124, atom 11 (N): -0.249, atom 12 (C): -1.281, atom 13 (C): -1.131, atom 14 (C): 1.482, atom 15 (C): -0.784, atom 16 (C): -0.904, atom 17 (C): 1.012, atom 18 (H): 0.405, atom 19 (H): 0.328, atom 20 (H): 0.432, atom 21 (H): 0.308, atom 22 (H): 0.269, atom 23 (H): 0.343, atom 24 (H): 0.146, atom 25 (H): 0.189, atom 26 (H): 0.365, atom 27 (H): 0.282, atom 28 (H): 0.434, atom 29 (H): 0.313, atom 30 (H): 0.384, atom 31 (H): 0.376

=====

2 unconnected molecules or ions with the total composition C4H5P in a non-equilibrium geometry, computed with ωB97M-V/def2-TZVPD.

Positions of all 10 atoms, in Å:
P: 1.083 -0.052 1.961
C: 0.409 -0.122 0.421
C: -1.565 1.289 -0.423
C: 1.544 -1.120 0.520
C: -0.663 0.326 -0.312
H: -0.662 -0.504 -1.752
H: -2.095 1.574 -1.246
H: 1.261 -2.271 0.477
H: -1.824 1.789 0.460
H: 2.513 -0.910 -0.105

**LUMO energy**: -0.79 eV
**Orbital gap**: 7.6629 eV
**F_max**: 7.40 eV/A
**Energy relative to the best compared isomer or geometry (same formula, charge and spin)**: 375.2 kJ/mol
**E**: -13512.025 eV
**HOMO energy**: -8.45 eV

What are the Mulliken partial charges on each atom? They are as follows, in elementary charge units: atom 1 (P): -0.071, atom 2 (C): 0.401, atom 3 (C): -0.655, atom 4 (C): -0.672, atom 5 (C): -0.036, atom 6 (H): 0.069, atom 7 (H): 0.312, atom 8 (H): 0.203, atom 9 (H): 0.255, atom 10 (H): 0.193

=====

A molecular structure, C12H8NO2S2Te4W, computed with ωB97M-V/def2-TZVPD.

Positions of all 30 atoms, in Å:
W: -0.038 0.212 0.608
Te: 1.288 -2.240 0.405
Te: 2.071 -2.717 -2.082
Te: -0.951 -4.017 0.468
Te: -2.098 -1.544 0.329
S: 2.372 0.257 0.562
S: 0.238 0.564 2.876
O: 0.308 2.408 0.165
O: 0.148 0.997 -1.531
N: -2.066 1.400 0.496
C: 1.884 0.055 3.267
C: 2.260 -0.192 4.587
C: -4.270 2.243 0.554
C: -3.261 1.440 1.070
C: -2.769 2.937 -1.192
C: -1.822 2.138 -0.598
C: 3.570 -0.513 4.894
C: 2.829 -0.021 2.250
C: -4.023 2.983 -0.590
C: 4.520 -0.581 3.878
C: 4.150 -0.341 2.567
C: -0.349 1.891 -0.799
H: -5.233 2.273 1.044
H: -2.540 3.495 -2.088
H: -3.402 0.812 1.939
H: 5.548 -0.830 4.109
H: 4.877 -0.411 1.767
H: 1.510 -0.133 5.367
H: 3.854 -0.713 5.920
H: -4.803 3.601 -1.016

**LUMO energy**: 2.01 eV
**Orbital gap**: 5.6633 eV
**Net charge**: -1
**F_max**: 0.67 eV/A
**Energy relative to the best compared isomer or geometry (same formula, charge and spin)**: 0.0 kJ/mol
**E**: -70831.405 eV
**HOMO energy**: -3.65 eV

What are the Mulliken partial charges on each atom? They are as follows, in elementary charge units: atom 1 (W): 0.522, atom 2 (Te): 0.195, atom 3 (Te): -0.447, atom 4 (Te): -0.373, atom 5 (Te): -0.108, atom 6 (S): -0.369, atom 7 (S): -0.432, atom 8 (O): -0.450, atom 9 (O): -0.568, atom 10 (N): -0.154, atom 11 (C): 0.756, atom 12 (C): -0.645, atom 13 (C): -0.862, atom 14 (C): -0.134, atom 15 (C): -0.823, atom 16 (C): 0.315, atom 17 (C): -0.472, atom 18 (C): 0.225, atom 19 (C): -0.118, atom 20 (C): -0.527, atom 21 (C): -0.635, atom 22 (C): 0.868, atom 23 (H): 0.375, atom 24 (H): 0.449, atom 25 (H): 0.536, atom 26 (H): 0.347, atom 27 (H): 0.406, atom 28 (H): 0.380, atom 29 (H): 0.340, atom 30 (H): 0.404